[1]
The following is a quantum chemistry calculation of C3H2O3Rh as an isolated structure, from OMol25.

Geometry as XYZ:
```
9
C3H2O3Rh, DFT ωB97M-V/def2-TZVPD
H 0.720 -1.012 0.277
C 0.758 -0.602 -1.561
O 1.622 -0.877 -0.695
O 0.519 0.295 -2.285
C -1.774 0.797 1.147
C -1.252 0.067 0.341
O -0.609 -0.829 -0.355
H -2.238 1.536 1.772
Rh 2.254 0.626 1.360
```

net charge: +1
LUMO energy (spin up / spin down): -5.496 / -8.901 eV
spin multiplicity: 5
gap between HOMO and LUMO (spin up / spin down): 5.84 / 5.19 eV
<S²>: 6.015

From a Löwdin analysis of the wavefunction, the atomic charges in e read: atom 1 (H): 0.2401, atom 2 (C): -0.3930, atom 3 (O): -0.0239, atom 4 (O): 0.2562, atom 5 (C): 0.3230, atom 6 (C): -0.1147, atom 7 (O): 0.0048, atom 8 (H): 0.1027, atom 9 (Rh): 0.6049



[2]
The following is a quantum chemistry calculation of an isolated ion of composition C4H14N6 and charge +2, from OMol25.

Geometry as XYZ:
```
24
C4H14N6, DFT ωB97M-V/def2-TZVPD
C 2.161 0.659 -1.851
C 1.225 -0.201 -0.946
N 1.440 0.181 0.461
C 0.376 0.285 1.314
N 0.587 0.683 2.513
N -0.872 -0.005 0.891
N -2.043 0.116 1.703
C -1.158 -0.112 -0.557
N -1.785 -1.570 -0.832
N -0.067 0.322 -1.237
H 1.979 1.624 -1.453
H 1.794 0.400 -2.795
H 3.231 0.378 -1.803
H 1.299 -1.287 -0.990
H 2.434 0.358 0.576
H 1.627 0.706 2.895
H -0.085 0.579 3.216
H -2.467 1.018 1.479
H -1.810 0.221 2.691
H -2.052 0.584 -0.579
H -1.680 -2.002 -1.789
H -1.196 -2.220 -0.264
H -2.774 -1.528 -0.541
H -0.162 0.809 -2.100
```

net charge: +2
LUMO energy: -6.744 eV
SMILES: C[C@H]1NC(=[NH2+])N(N)[C@H]([NH3+])N1
spin multiplicity: 1
gap between HOMO and LUMO: 11.18 eV

From a Löwdin analysis of the wavefunction, the atomic charges in e read: atom 1 (C): 0.0325, atom 2 (C): -0.3216, atom 3 (N): 0.1478, atom 4 (C): -0.3290, atom 5 (N): 0.2396, atom 6 (N): -0.0647, atom 7 (N): 0.1393, atom 8 (C): -0.2303, atom 9 (N): 0.2625, atom 10 (N): 0.0495, atom 11 (H): 0.0927, atom 12 (H): 0.0766, atom 13 (H): 0.1188, atom 14 (H): 0.1573, atom 15 (H): 0.1767, atom 16 (H): 0.2325, atom 17 (H): 0.1025, atom 18 (H): 0.1234, atom 19 (H): 0.1045, atom 20 (H): 0.1923, atom 21 (H): 0.1969, atom 22 (H): 0.1755, atom 23 (H): 0.1691, atom 24 (H): 0.1558



[3]
The following is a quantum chemistry calculation of the molecule C18H18BrNO4, from OMol25.

Geometry as XYZ:
```
42
C18H18BrNO4, DFT ωB97M-V/def2-TZVPD
C -0.440 -0.467 4.732
O -0.695 -0.357 3.349
C 0.088 -1.058 2.486
C 1.115 -1.898 2.875
C 1.871 -2.639 1.960
C 2.935 -3.501 2.482
O 3.205 -3.616 3.652
C 1.560 -2.520 0.608
Br 2.515 -3.471 -0.723
C 0.545 -1.682 0.191
C -0.190 -0.934 1.104
O -1.169 -0.165 0.571
C -1.499 1.079 1.171
C -1.871 2.081 0.072
O -1.717 3.273 0.226
N -2.400 1.514 -1.024
C -2.591 2.248 -2.254
C -1.794 1.618 -3.404
C -0.404 1.201 -2.995
C 0.426 2.056 -2.280
C 1.690 1.648 -1.893
C 2.151 0.387 -2.229
C 1.339 -0.467 -2.955
C 0.067 -0.064 -3.325
H 0.565 -0.117 4.983
H -1.177 0.175 5.212
H -0.569 -1.495 5.081
H 1.372 -2.029 3.915
H 3.495 -4.060 1.712
H 0.312 -1.574 -0.856
H -0.658 1.496 1.729
H -2.348 0.962 1.856
H -2.411 0.506 -1.074
H -3.655 2.269 -2.512
H -2.266 3.271 -2.055
H -2.329 0.742 -3.778
H -1.737 2.342 -4.221
H 0.084 3.046 -2.016
H 2.319 2.321 -1.329
H 3.139 0.069 -1.930
H 1.694 -1.451 -3.228
H -0.566 -0.740 -3.884
```

LUMO energy: -0.064 eV
SMILES: COc1cc(C=O)c(Br)cc1OCC(=O)NCCc1ccccc1
spin multiplicity: 1
gap between HOMO and LUMO: 8.68 eV

From a Löwdin analysis of the wavefunction, the atomic charges in e read: atom 1 (C): -0.0619, atom 2 (O): -0.0926, atom 3 (C): -0.1843, atom 4 (C): 0.0552, atom 5 (C): -0.2235, atom 6 (C): -0.2448, atom 7 (O): 0.0577, atom 8 (C): -0.6001, atom 9 (Br): 0.7947, atom 10 (C): -0.0358, atom 11 (C): -0.1698, atom 12 (O): -0.0209, atom 13 (C): -0.0647, atom 14 (C): -0.4800, atom 15 (O): 0.0654, atom 16 (N): 0.0742, atom 17 (C): -0.1651, atom 18 (C): -0.1272, atom 19 (C): -0.2359, atom 20 (C): -0.0357, atom 21 (C): -0.0678, atom 22 (C): -0.0950, atom 23 (C): -0.1150, atom 24 (C): -0.0498, atom 25 (H): 0.1020, atom 26 (H): 0.0976, atom 27 (H): 0.1010, atom 28 (H): 0.1170, atom 29 (H): 0.0828, atom 30 (H): 0.0979, atom 31 (H): 0.1421, atom 32 (H): 0.1417, atom 33 (H): 0.1445, atom 34 (H): 0.1211, atom 35 (H): 0.1162, atom 36 (H): 0.1103, atom 37 (H): 0.1226, atom 38 (H): 0.1155, atom 39 (H): 0.1058, atom 40 (H): 0.1031, atom 41 (H): 0.0905, atom 42 (H): 0.1108



[4]
The following is a quantum chemistry calculation of C21H46InNO2P3 as an isolated structure, from OMol25.

Geometry as XYZ:
```
74
C21H46InNO2P3, DFT ωB97M-V/def2-TZVPD
In -0.707 0.001 -1.053
P 0.484 2.206 -2.414
P -1.688 1.404 1.051
P 1.162 -1.905 -0.248
H -3.518 -2.431 2.212
C -2.651 -3.053 2.455
C -1.878 -2.809 3.533
H -2.088 -1.980 4.216
C -1.014 2.449 -3.327
C 0.858 3.584 -1.335
C 1.996 1.744 -3.310
C -2.298 0.506 2.539
C -1.068 2.966 1.808
C -3.262 1.935 0.252
C 0.786 -3.005 1.183
C 2.947 -1.571 0.116
C 1.367 -3.152 -1.594
H -2.463 -3.911 1.797
H -1.013 -3.433 3.769
H -0.964 1.835 -4.233
H -0.944 3.538 -3.537
H -1.970 2.184 -2.841
H 1.426 4.198 -2.050
H 1.470 3.341 -0.453
H -0.084 4.084 -1.078
H 2.271 2.680 -3.773
H 1.759 0.966 -4.043
H 2.795 1.366 -2.649
H -3.278 0.928 2.820
H -1.599 0.664 3.377
H -2.408 -0.578 2.380
H -1.916 3.648 1.979
H -0.328 3.454 1.158
H -0.591 2.742 2.775
H -3.739 2.693 0.891
H -3.931 1.067 0.150
H -3.065 2.368 -0.743
H 0.926 -4.049 0.855
H -0.239 -2.860 1.567
H 1.514 -2.795 1.985
H 3.559 -2.289 -0.452
H 3.155 -1.719 1.188
H 3.202 -0.539 -0.169
H 2.438 -3.400 -1.685
H 1.017 -2.718 -2.544
H 0.808 -4.073 -1.359
C -2.237 -1.491 -2.822
C -2.478 -0.767 -4.050
C -2.810 -1.562 -5.169
C -2.667 -2.961 -5.085
C -2.288 -3.633 -3.927
C -2.106 -2.877 -2.788
O -2.427 -1.027 -1.489
H 0.676 0.696 -1.968
H -2.556 0.333 -4.095
H -3.140 -1.092 -6.090
H -2.773 -3.606 -5.964
H -2.117 -4.693 -3.830
H -2.010 -3.237 -1.798
C 3.573 1.381 4.387
N 3.071 1.635 3.043
C 3.703 2.692 2.281
C 2.020 0.977 2.495
C 1.356 -0.090 3.321
O 1.648 1.253 1.326
H 4.505 1.941 4.509
H 3.770 0.309 4.535
H 2.861 1.708 5.162
H 3.829 2.395 1.234
H 3.116 3.622 2.307
H 4.682 2.897 2.721
H 0.506 -0.501 2.771
H 2.062 -0.905 3.540
H 0.995 0.327 4.272
```

net charge: +3
LUMO energy: -10.955 eV
spin multiplicity: 1
gap between HOMO and LUMO: 5.01 eV

From a Löwdin analysis of the wavefunction, the atomic charges in e read: atom 1 (In): 0.6969, atom 2 (P): 0.8829, atom 3 (P): 0.8197, atom 4 (P): 0.8550, atom 5 (H): 0.0590, atom 6 (C): -0.0749, atom 7 (C): -0.0737, atom 8 (H): 0.0598, atom 9 (C): -0.1753, atom 10 (C): -0.1423, atom 11 (C): -0.1584, atom 12 (C): -0.2105, atom 13 (C): -0.2106, atom 14 (C): -0.2483, atom 15 (C): -0.2168, atom 16 (C): -0.2168, atom 17 (C): -0.2348, atom 18 (H): 0.0664, atom 19 (H): 0.0636, atom 20 (H): 0.0816, atom 21 (H): 0.1103, atom 22 (H): 0.0684, atom 23 (H): 0.0982, atom 24 (H): 0.0767, atom 25 (H): 0.0818, atom 26 (H): 0.0749, atom 27 (H): 0.0902, atom 28 (H): 0.0967, atom 29 (H): 0.0882, atom 30 (H): 0.0549, atom 31 (H): 0.0065, atom 32 (H): 0.0767, atom 33 (H): 0.0201, atom 34 (H): 0.0628, atom 35 (H): 0.0718, atom 36 (H): 0.0717, atom 37 (H): 0.0326, atom 38 (H): 0.0772, atom 39 (H): 0.0071, atom 40 (H): 0.0492, atom 41 (H): 0.0627, atom 42 (H): 0.0573, atom 43 (H): 0.0377, atom 44 (H): 0.0604, atom 45 (H): 0.0414, atom 46 (H): 0.0667, atom 47 (C): -0.3983, atom 48 (C): -0.0272, atom 49 (C): -0.0409, atom 50 (C): -0.0493, atom 51 (C): -0.0373, atom 52 (C): -0.0610, atom 53 (O): -0.2648, atom 54 (H): -0.0164, atom 55 (H): 0.0827, atom 56 (H): 0.1197, atom 57 (H): 0.1258, atom 58 (H): 0.1227, atom 59 (H): 0.1068, atom 60 (C): -0.0165, atom 61 (N): -0.1395, atom 62 (C): -0.0292, atom 63 (C): -0.4963, atom 64 (C): 0.0074, atom 65 (O): -0.1073, atom 66 (H): 0.1012, atom 67 (H): 0.1008, atom 68 (H): 0.1083, atom 69 (H): 0.0832, atom 70 (H): 0.1035, atom 71 (H): 0.0986, atom 72 (H): 0.0560, atom 73 (H): 0.0972, atom 74 (H): 0.1054



Max |F| values (in eV/A) by entry order: 7.297 5.191 0.737 4.463.